Density functional theory data (ωB97M-V/def2-TZVPD) for a 2-piece molecular cluster, C3H11NOS2 overall at a distorted geometry.

Calculated values
E_HOMO	-8.3	eV
Kohn-Sham gap	8.6	eV
calculated total energy	-28496.8382	eV
LUMO energy	0.363	eV
energy above the lowest of the compared OMol25 structures with the same formula, charge and spin	17.5	kcal per mole

Last column: Mulliken charge in e.
Element x y z (Å)
H1 1.3057 -0.7378 0.5180  0.347
C1 1.6351 -0.0145 -0.2136  -1.239
H2 2.1414 2.1585 -1.4824  0.251
H3 0.7531 1.3880 1.0332  0.071
H4 2.7512 0.0444 -0.2443  0.379
N1 1.6788 2.3975 -0.6093  -0.655
H5 -0.5498 1.2061 -1.7452  0.338
H6 1.4174 -0.4528 -1.2526  0.220
S1 -1.4711 -0.2728 -0.0796  -0.024
H7 0.1438 -1.0435 3.7118  0.312
C2 0.8939 1.3240 -0.0523  0.749
C3 -0.5554 1.1827 -0.6426  -0.953
O1 0.7080 -0.2738 3.5905  -0.627
H8 1.1507 3.2333 -0.8567  0.238
H9 -1.0973 2.1466 -0.4227  0.327
S2 -0.9607 -1.9925 -1.1334  -0.190
H10 -0.6128 -1.3176 -2.2290  0.141
H11 0.1143 0.4370 3.3317  0.315